Here is a gas-phase ion, C11H17N2O (charge +1) in a non-equilibrium geometry from OMol25. Energies are from wB97M-V/def2-TZVPD.

Each line ends with the Mulliken charge.
Geometry (Å):
C 4.27444 1.65355 -0.09457  -1.052
C 3.11044 0.74769 -0.11530  0.674
O 1.86607 1.11830 0.18988  -0.271
C 1.05629 0.02748 0.26478  -0.257
C -0.37270 0.02927 0.17418  0.643
C -1.12308 1.08894 0.60137  -0.151
C -2.58819 1.17931 0.54394  -1.161
C -3.15004 -0.00437 -0.29113  0.621
C -4.62560 0.10235 -0.52556  -1.536
C -2.60885 -1.30202 0.30430  -0.814
C -1.11545 -1.28924 -0.06537  -0.747
N 2.08266 -1.24325 0.09305  -0.847
N 3.17724 -0.56299 -0.14587  0.822
C 4.38132 -1.35147 -0.24075  -0.927
H 4.26173 2.44605 0.78135  0.311
H 5.21785 1.03181 -0.15293  0.283
H 4.14023 2.43814 -0.95315  0.301
H -0.61632 1.99696 1.08462  0.327
H -3.12223 1.50228 1.51654  0.379
H -2.80604 2.09430 -0.01165  0.447
H -2.68712 0.15788 -1.24297  0.222
H -5.28245 -0.54869 0.23211  0.270
H -4.95880 -0.28310 -1.49771  0.376
H -5.10046 1.10201 -0.44834  0.374
H -3.07545 -2.20158 -0.25785  0.306
H -2.69283 -1.45845 1.35536  0.400
H -0.96237 -1.69028 -1.03537  0.427
H -0.60597 -1.88259 0.61909  0.481
H 3.93116 -2.44230 -0.17090  0.310
H 5.02103 -1.13167 -1.11513  0.339
H 4.97353 -1.32432 0.60398  0.448

The orbital gap is 0.2964 Eh. The calculation puts the strongest force on any atom at 7.6 eV/Å. The value obtained for the relative energy (zero: lowest compared OMol25 entry of this formula, charge and spin) is 444.42 kJ/mol. Its SMILES is Cc1oc(C2=CC[C@H](C)CC2)n[n+]1C. The LUMO energy comes out at -4.4 eV. The multiplicity is 1. As for the total charge: +1. Its total energy is -613.718729 a.u.

---

Here is C11H17N3O3S in the gas phase in a non-equilibrium geometry from OMol25. Energies are from wB97M-V/def2-TZVPD.

Each line ends with the Mulliken charge.
Geometry (Å):
C 4.97080 1.85874 -1.03129  -1.104
C 3.74462 2.01364 -0.14408  -0.231
O 3.51962 0.84132 0.64559  -0.354
C 2.87092 -0.16349 0.07031  0.664
O 2.46686 -0.16155 -1.06167  -0.559
C 2.71066 -1.31013 1.06017  -0.687
C 2.24989 -2.56305 0.36292  0.456
O 2.90961 -3.56660 0.26051  -0.615
N 0.99622 -2.50994 -0.20700  -0.054
C 0.08193 -1.49858 -0.18441  0.406
N 0.03354 -0.52256 0.65682  -0.021
N -0.97496 0.31208 0.44640  -0.774
C -1.73705 0.00929 -0.53635  0.403
C -2.94504 0.76079 -0.94718  -0.802
C -4.15567 0.47572 -0.03196  0.656
C -4.43806 -1.02194 0.05315  -1.507
C -3.93480 1.06765 1.35554  -1.376
S -1.22137 -1.46000 -1.36763  -0.268
H 5.14865 2.78423 -1.57121  0.371
H 4.81184 1.05759 -1.74883  0.317
H 5.84474 1.62511 -0.42817  0.295
H 2.85506 2.20470 -0.75257  0.303
H 3.87994 2.81785 0.58144  0.316
H 1.97570 -0.99475 1.80244  0.355
H 3.66784 -1.49699 1.54744  0.402
H 0.77259 -3.30428 -0.79543  0.217
H -3.19663 0.49251 -1.97438  0.386
H -2.71807 1.82787 -0.90542  0.329
H -5.02046 0.96703 -0.49152  0.319
H -5.37249 -1.19907 0.58009  0.439
H -4.51597 -1.45999 -0.93992  0.347
H -3.64355 -1.53087 0.59469  0.309
H -4.77012 0.82316 2.00724  0.397
H -3.02111 0.67472 1.79403  0.306
H -3.84568 2.14980 1.30023  0.359

The orbital gap is 0.3549 Eh. The calculation puts the strongest force on any atom at 1.6 eV/Å. The value obtained for the relative energy (zero: lowest compared OMol25 entry of this formula, charge and spin) is 32.89 kJ/mol. Its SMILES is CCOC(=O)CC(=O)Nc1nnc(CC(C)C)s1. The LUMO energy comes out at 0.5 eV. The multiplicity is 1. Its total energy is -1217.553328 a.u.

---

Here is a molecular structure, C11H17N3P in a non-equilibrium geometry from OMol25. Energies are from wB97M-V/def2-TZVPD.

Each line ends with the Mulliken charge.
Geometry (Å):
C -3.97585 -0.21397 0.76374  -0.585
C -3.67320 -1.09739 -0.23007  -0.449
C -2.89964 0.41990 1.34907  -0.466
C -2.37699 -1.19928 -0.76534  -0.615
C -1.60377 0.29489 0.89941  -0.274
C -1.30165 -0.39834 -0.28755  0.561
C 1.69786 1.02415 0.11855  0.775
C -0.04971 -0.20051 -0.94226  -0.731
C 1.16916 -1.29860 0.15127  -0.619
C 0.15622 2.10923 -1.68618  -0.916
C 2.69448 -0.57537 1.87819  -0.879
N 0.65186 1.11929 -0.72361  -0.058
N 1.88680 -0.19731 0.75252  0.099
N 2.55120 2.00318 0.19808  -0.348
P 2.11195 -2.64455 -0.76093  -0.006
H -4.92139 -0.29220 1.32807  0.353
H -4.49186 -1.61130 -0.63290  0.428
H -3.02964 1.20561 2.13170  0.289
H -2.33857 -1.79320 -1.64248  0.403
H -0.84111 0.86304 1.33700  0.350
H 0.06285 -0.52659 -2.01388  0.724
H 0.36428 -1.82628 0.84976  0.404
H 0.07385 1.64964 -2.62436  0.364
H -0.90854 2.39621 -1.31009  0.265
H 0.71900 3.00878 -1.78642  0.429
H 2.07513 -1.02863 2.69827  0.288
H 3.43197 -1.34663 1.51123  0.318
H 3.29901 0.30099 2.23568  0.341
H 2.62196 2.81297 -0.42988  0.209
H 3.35772 2.13048 0.90145  0.243
H 2.63833 -2.20201 -1.95289  0.043
H 0.84829 -2.88621 -1.31519  0.063

The orbital gap is 0.3261 Eh. The calculation puts the strongest force on any atom at 5.4 eV/Å. The value obtained for the relative energy (zero: lowest compared OMol25 entry of this formula, charge and spin) is 31.99 kJ/mol. The LUMO energy comes out at -2.7 eV. The multiplicity is 1. As for the total charge: +1. Its total energy is -934.641707 a.u.

---

Here is a gas-phase ion, C11H17N4 (charge +1) in a non-equilibrium geometry from OMol25. Energies are from wB97M-V/def2-TZVPD.

Each line ends with the Mulliken charge.
Geometry (Å):
C 1.61228 0.12534 1.22393  -1.683
C 0.22512 -0.33254 0.77853  -0.243
N 0.30604 -1.75061 0.36580  0.198
C -0.46553 -2.75228 1.00999  -0.289
C -0.12559 -3.93685 0.38217  -0.546
N 0.75503 -3.65014 -0.66470  -0.578
C 1.14179 -2.39942 -0.53299  -0.241
C -0.52294 0.42091 -0.47293  0.556
N -1.82649 -0.32623 -0.49007  0.029
C 0.28069 0.37913 -1.74851  -0.957
C 1.24769 1.31442 -1.83879  -0.509
C 1.32688 2.46737 -0.86347  -0.545
C 0.35147 2.72978 0.04911  -0.614
C -0.90315 1.79477 -0.14582  -0.048
N -1.83027 1.83389 0.93241  -0.639
H 2.35076 0.25179 0.43115  0.312
H 1.97777 -0.59819 1.96949  0.529
H 1.62168 1.03938 1.91299  0.329
H -0.52677 -0.31121 1.57565  0.463
H -1.13804 -2.38892 1.79544  0.413
H -0.65030 -4.86666 0.33054  0.397
H 1.56442 -1.85279 -1.28554  0.628
H -2.42370 0.14376 0.19888  0.462
H -1.72656 -1.36591 -0.36134  0.313
H -2.30546 -0.04806 -1.35128  0.427
H 0.23336 -0.37917 -2.50677  0.613
H 2.05820 1.11240 -2.44393  0.483
H 2.29116 3.07620 -1.05318  0.325
H 0.18170 3.52443 0.87609  0.341
H -1.39266 2.29835 -0.94009  0.514
H -1.48161 1.63032 1.87339  0.193
H -2.20698 2.81672 0.99388  0.367

The orbital gap is 0.3304 Eh. The calculation puts the strongest force on any atom at 4.0 eV/Å. The value obtained for the relative energy (zero: lowest compared OMol25 entry of this formula, charge and spin) is 387.27 kJ/mol. Its SMILES is C[C@H](n1ccnc1)[C@]1([NH3+])C=CC=C[C@@H]1N. The LUMO energy comes out at -3.4 eV. The multiplicity is 1. As for the total charge: +1. Its total energy is -648.045914 a.u.

---

Here is 2 unconnected molecules or ions with the total composition C11H17N4O in a non-equilibrium geometry from OMol25. Energies are from wB97M-V/def2-TZVPD.

Each line ends with the Mulliken charge.
Geometry (Å):
C -2.90332 1.53874 0.08027  -0.632
C -3.87251 0.51354 0.05945  -0.653
C -2.12249 -1.18302 0.04782  -0.407
C -1.17796 -0.20431 -0.12822  0.388
C -1.60778 1.15832 -0.03483  -0.235
C -3.47434 -0.80962 -0.03213  0.660
C 0.59813 1.28675 -0.09234  0.537
C 0.29470 -0.19497 -0.11968  0.942
C -0.25462 3.38634 -0.18015  -1.132
C 0.90717 -2.56660 -0.29243  -0.993
C 4.72198 -0.73066 0.53796  -0.909
N -0.49161 1.98181 -0.25749  0.070
N -4.48415 -1.74804 -0.00573  -0.544
N 1.16608 -1.10159 -0.20694  -0.719
N 3.68212 -0.08109 -0.31250  -0.164
O 1.72461 1.81354 -0.06075  -0.875
H -3.17519 2.55710 0.32998  0.363
H -4.92822 0.58797 0.32963  0.273
H -1.75019 -2.18996 0.13810  0.290
H -0.56985 3.85682 -1.05999  0.417
H -0.82806 3.83174 0.53036  0.444
H 0.84456 3.42921 -0.16072  0.287
H 1.89393 -3.04168 -0.51039  0.289
H 0.54224 -2.68641 0.82298  0.380
H -0.00964 -2.95445 -0.92384  0.271
H 4.17293 -1.08613 1.36243  0.357
H 5.36450 -1.50514 -0.05391  0.289
H 5.30306 0.02136 0.89469  0.443
H -5.40705 -1.44094 0.42984  0.220
H -4.26334 -2.62133 0.25368  0.211
H 2.74636 -0.71719 -0.34232  0.450
H 4.00692 0.18952 -1.22514  0.327
H 3.35100 0.71038 0.18229  0.356

The orbital gap is 0.2511 Eh. The calculation puts the strongest force on any atom at 4.5 eV/Å. The value obtained for the relative energy (zero: lowest compared OMol25 entry of this formula, charge and spin) is 0.00 kJ/mol. The LUMO energy comes out at -3.8 eV. The multiplicity is 1. As for the total charge: +1. Its total energy is -723.344807 a.u.

---

Here is a molecular structure, C11H17N4OPtS5Sb from OMol25. Energies are from wB97M-V/def2-TZVPD.

Each line ends with the Löwdin spin population.
Geometry (Å):
Pt -1.17898 0.17793 0.50626  1.221
S 1.50029 -0.30306 4.70972  -0.003
Sb 1.58088 -0.13950 2.42538  0.010
S 0.29562 1.75478 1.63100  0.190
S 0.15933 -1.74917 1.33083  0.259
S 3.70613 -0.16571 1.53871  -0.001
C -2.13163 0.53595 3.96043  0.001
C -3.22093 0.69250 2.95724  0.019
C -4.45267 1.27879 3.25418  0.004
C -5.40201 1.29659 2.25007  0.008
N -5.18613 0.83931 1.02048  0.005
C -3.96017 0.35582 0.77043  0.023
S -3.45815 -0.11000 -0.79808  0.083
N -2.99933 0.22609 1.73019  0.101
H -2.47614 0.77589 4.96661  0.000
H -1.29884 1.19426 3.69848  0.000
H -1.73368 -0.47882 3.93337  0.000
H -4.65280 1.68000 4.23807  0.000
H -6.39942 1.69172 2.42981  0.001
C -0.16341 -2.04634 -2.23873  0.002
N 1.02681 -1.23683 -2.41602  0.003
C 2.24555 -1.99458 -2.61482  0.001
C 3.31170 -1.09590 -3.20892  0.000
C 3.50960 0.06830 -2.26195  0.001
N 2.24142 0.72899 -2.01036  0.005
C 2.36069 2.04562 -1.41080  0.001
C 1.05197 0.05849 -1.94366  0.013
O 0.00826 0.63523 -1.59608  0.049
H -0.41553 -2.54450 -3.18263  0.000
H -0.99594 -1.42262 -1.93243  0.001
H -0.00333 -2.80049 -1.46584  0.000
H 2.01286 -2.81846 -3.29641  0.000
H 2.59495 -2.42556 -1.66713  0.000
H 2.97113 -0.73000 -4.18236  0.000
H 4.24563 -1.64411 -3.34791  0.000
H 4.18674 0.81029 -2.69751  0.000
H 3.94154 -0.26937 -1.31388  0.000
H 2.74437 2.75844 -2.15275  0.000
H 3.04215 1.99978 -0.55893  0.000
H 1.39149 2.37026 -1.05405  0.000

The orbital gap (spin up / spin down) is 0.2102 / 0.2261 Eh. The calculation puts the strongest force on any atom at 0.6 eV/Å. The value obtained for the relative energy (zero: lowest compared OMol25 entry of this formula, charge and spin) is 47.20 kJ/mol. The LUMO energy (spin up / spin down) comes out at 4.7 / 4.7 eV. The multiplicity is 3. As for the total charge: -2. Its total energy is -3074.289731 a.u.

---

Here is 2 unconnected molecules or ions with the total composition C11H17N5O4 in a non-equilibrium geometry from OMol25. Energies are from wB97M-V/def2-TZVPD.

Each line ends with the Mulliken charge.
Geometry (Å):
C 1.05289 1.42338 2.15243  -0.045
C 0.79159 1.24439 0.62512  0.399
C 2.48140 0.85047 2.66920  -0.415
C 2.51053 -0.60017 2.44270  0.200
C 3.12423 -1.35783 1.47690  -0.659
C 1.67210 -2.71209 2.51967  -0.058
C -0.95077 0.74989 -1.09989  0.541
C -0.69530 2.25880 -1.45375  0.153
C -2.55642 0.55252 -1.37847  -1.378
C -2.92499 0.21725 -2.84229  -0.601
C -2.22209 -0.93930 -3.61673  0.505
H 0.04447 0.34843 4.06839  0.341
H 0.12898 -0.44133 2.31210  0.465
H 1.01291 2.41015 2.48756  0.526
H 3.32827 1.44338 2.20907  0.339
H 2.33923 1.00405 3.78875  0.304
H 3.87282 -1.00163 0.83331  0.490
H 1.31950 -3.84177 2.60416  0.289
H 3.52074 -3.52381 1.44102  0.335
H -1.05725 0.22415 1.12581  0.439
H -0.56455 0.15248 -1.92229  0.104
H -3.14106 1.17129 -0.78728  0.703
H -2.89610 -0.47338 -1.00290  0.334
H -4.01562 0.19384 -3.07857  0.424
H -2.77970 1.23968 -3.36405  0.229
H -1.62847 -2.12785 -1.76781  0.261
H -1.14443 -2.41702 -3.59363  0.271
H -0.48236 3.13337 -2.93147  0.400
N -0.09720 0.58463 2.71374  -0.961
N 1.38900 -1.54916 2.99842  -0.617
N 2.64923 -2.65489 1.54280  -0.271
N -0.37779 0.29252 0.27184  -0.300
N -1.50881 -1.82101 -2.78327  -0.413
O 1.43394 1.66153 -0.37296  -0.681
O -1.21265 3.17034 -0.84090  -0.643
O -2.24923 -1.11051 -4.85365  -0.647
O -0.16706 2.24525 -2.59311  -0.365

The orbital gap is 0.3442 Eh. The calculation puts the strongest force on any atom at 6.3 eV/Å. The value obtained for the relative energy (zero: lowest compared OMol25 entry of this formula, charge and spin) is 808.03 kJ/mol. The LUMO energy comes out at 0.3 eV. The multiplicity is 1. Its total energy is -1003.895901 a.u.

---

Here is a molecular structure, C11H17NO in a non-equilibrium geometry from OMol25. Energies are from wB97M-V/def2-TZVPD.

Each line ends with the Mulliken charge.
Geometry (Å):
C 1.44003 -1.08298 -1.34169  -1.226
C 0.25189 -1.58823 -1.00121  0.367
C -0.51213 1.65776 -0.94716  -0.155
C -0.17385 -0.52759 0.06369  -0.438
C -1.32006 0.47713 -0.34807  0.163
C 1.13329 0.29074 -0.06400  0.318
C -0.58848 -2.66427 -1.53156  -1.337
C -3.11218 -0.12738 1.38963  -1.300
C 3.36457 1.15944 0.65169  -1.223
C -2.19683 1.02729 0.80833  -0.701
C 2.19014 0.26931 1.05943  -0.606
N 0.74011 1.52086 -0.59314  0.123
O -0.99091 2.53636 -1.63716  -0.685
H 2.27094 -1.40556 -1.93397  0.385
H -0.23007 -1.07580 0.94454  0.884
H -1.77016 -0.06790 -1.18302  0.593
H 0.08796 -3.24679 -2.06066  0.415
H -1.48411 -2.36636 -2.06481  0.282
H -1.18031 -3.30061 -0.67541  0.257
H -3.45158 0.17138 2.26561  0.526
H -2.50180 -0.97393 1.63065  0.340
H -4.05217 -0.32279 0.66130  0.227
H 3.17910 2.19805 0.27883  0.291
H 4.05743 0.59512 0.09697  0.354
H 4.07315 1.31114 1.48188  0.415
H -1.50127 1.49836 1.44697  0.474
H -3.02450 1.74992 0.47535  0.278
H 1.55292 0.76181 1.79048  0.273
H 2.37401 -0.69377 1.22805  0.507
H 1.37488 2.21930 -0.89156  0.197

The orbital gap is 0.3454 Eh. The calculation puts the strongest force on any atom at 6.7 eV/Å. The value obtained for the relative energy (zero: lowest compared OMol25 entry of this formula, charge and spin) is 331.56 kJ/mol. The LUMO energy comes out at 0.8 eV. The multiplicity is 1. Its total energy is -559.207453 a.u.

---

The highest relative energy (zero: lowest compared OMol25 entry of this formula, charge and spin) belongs to which entry? C11H17N5O4